Computed, not measured: the molecule C3H9N3O, with ωB97M-V/def2-TZVPD.

```
16
C3H9N3O (ωB97M-V/def2-TZVPD)
C -2.20043 -0.05830 -0.82412
N -1.82998 -0.34743 0.55218
C -0.49605 -0.08222 0.92703
O 0.15017 1.12757 0.56047
C 0.64081 -0.08847 0.01104
N 1.91381 -0.57204 0.39877
N 3.01914 0.09002 -0.20605
H -1.91854 0.95308 -1.14085
H -1.72213 -0.78612 -1.47898
H -3.27819 -0.16993 -0.91649
H -2.45852 0.13141 1.18932
H -0.30689 -0.37747 1.95755
H 0.47432 -0.18617 -1.05827
H 2.04104 -0.51631 1.40617
H 3.08295 -0.22216 -1.17153
H 2.88851 1.10452 -0.20624
```

Properties
* LUMO level: 0.0387 Eh
* electronic energy: -9772.639 eV
* ΔE to the lowest compared entry with this formula, charge and spin: 2.901 eV
* HOMO level: -9.31 eV
* multiplicity: 1